{
  "formula": "C7H16O2",
  "method": "ωB97M-V/def2-TZVPD",
  "smiles": "CC[C@@H](C)CO.C=CO",
  "total_energy_ev": -11612.470,
  "relative_energy_kcal_mol": 41.06,
  "gap_ev": 9.6,
  "largest_force_ev_per_a": 0.4,
  "e_lumo_ev": 0.78,
  "e_homo_ha": -0.3260,
  "symbols": ["C", "C", "C", "O", "O", "H", "H", "H", "H", "H", "H", "H", "H", "C", "C", "C", "C", "H", "H", "H", "H", "H", "H", "H", "H"],
  "xyz": [[-2.84986, -0.00762, 0.75752], [0.00209, -0.57804, -1.39035], [-2.22738, -0.37129, 1.86585], [-2.83294, 1.27600, 0.29476], [-0.76682, -1.61004, -0.80981], [-3.27773, 1.32489, -0.55520], [-0.28317, -1.94112, -0.04335], [-3.39533, -0.72665, 0.16021], [-0.63080, -0.14341, -2.17585], [0.89815, -1.00695, -1.87640], [0.58466, -0.56467, 1.44422], [-2.28100, -1.38626, 2.21217], [-1.67534, 0.33639, 2.45879], [2.43904, -0.88318, 0.39834], [1.17654, 1.60906, -1.18808], [1.24269, -0.01438, 0.76834], [0.42793, 0.52721, -0.41666], [1.61201, 0.85112, 1.32047], [-0.47889, 0.97419, 0.00042], [3.06187, -0.38338, -0.33927], [2.12454, -1.84353, -0.00708], [3.04823, -1.07974, 1.27897], [2.01788, 1.18770, -1.73214], [1.55124, 2.37245, -0.51862], [0.51238, 2.08125, -1.90724]],
  "nbo_charge": [0.16, -0.06, -0.53, -0.69, -0.72, 0.48, 0.46, 0.17, 0.17, 0.15, 0.20, 0.21, 0.20, -0.62, -0.61, -0.40, -0.26, 0.21, 0.22, 0.20, 0.19, 0.21, 0.20, 0.21, 0.21]
}


{
  "formula": "C30H31BrClFMgN2O5S",
  "method": "ωB97M-V/def2-TZVPD",
  "total_energy_ev": -146398.420,
  "relative_energy_kcal_mol": 12.28,
  "gap_ev": 3.8,
  "largest_force_ev_per_a": 0.8,
  "charge": -2,
  "e_lumo_ev": 3.71,
  "e_homo_ha": -0.0045,
  "symbols": ["Mg", "C", "C", "C", "C", "C", "C", "C", "C", "C", "C", "C", "C", "N", "C", "C", "C", "C", "C", "C", "F", "H", "H", "H", "H", "H", "H", "H", "H", "H", "H", "H", "H", "H", "H", "H", "H", "H", "H", "H", "H", "H", "O", "C", "C", "C", "N", "C", "Br", "C", "H", "H", "H", "H", "Cl", "C", "C", "C", "C", "C", "C", "C", "H", "H", "H", "H", "H", "H", "O", "S", "O", "O", "O"],
  "xyz": [[-1.35821, -0.27935, -0.19991], [2.05944, -0.73658, 3.41082], [1.10051, -1.41521, 2.42869], [0.39700, -2.60046, 3.08894], [1.80333, -1.80594, 1.14284], [2.68471, -2.88074, 1.15661], [3.34049, -3.27813, 0.00611], [3.09497, -2.60064, -1.17542], [2.22225, -1.51834, -1.23626], [2.02698, -0.86694, -2.59901], [2.73392, 0.48502, -2.72959], [0.57828, -0.76974, -3.07984], [1.58617, -1.10251, -0.05399], [0.72203, 0.02597, -0.06609], [1.30823, 1.19537, 0.24976], [2.66708, 1.43069, 0.57391], [3.13119, 2.70607, 0.86440], [2.29716, 3.81632, 0.85872], [0.94715, 3.62456, 0.55102], [0.51190, 2.35967, 0.27170], [-0.80819, 2.14023, -0.00745], [1.52192, -0.41831, 4.31046], [2.53469, 0.13824, 2.96503], [2.84561, -1.43149, 3.72233], [0.33315, -0.69302, 2.15516], [1.11651, -3.34086, 3.45182], [-0.28600, -3.06576, 2.38056], [-0.18072, -2.25452, 3.95347], [2.84508, -3.42440, 2.08147], [4.01533, -4.12661, 0.02126], [3.57510, -2.93057, -2.09099], [2.53407, -1.54803, -3.29249], [2.23725, 1.25015, -2.13184], [2.70544, 0.81426, -3.77182], [3.77839, 0.42744, -2.41002], [0.05571, 0.07839, -2.63618], [0.01415, -1.67340, -2.85288], [0.56396, -0.60327, -4.16034], [3.35304, 0.59272, 0.57043], [4.18323, 2.83198, 1.09834], [2.67667, 4.80586, 1.07598], [0.23666, 4.44118, 0.51863], [-2.89770, -0.15298, 5.83720], [-2.71376, 0.05368, 4.50066], [-1.65759, 0.80664, 4.00411], [-1.54945, 0.94149, 2.63498], [-2.39665, 0.39011, 1.75968], [-3.40356, -0.31575, 2.26179], [-4.58848, -1.09719, 1.04287], [-3.61792, -0.50727, 3.61769], [-2.15874, 0.24210, 6.31081], [-0.92246, 1.26119, 4.65740], [-0.73047, 1.51078, 2.21841], [-4.44801, -1.09957, 3.97070], [-4.57703, -0.15042, -3.40970], [-3.18806, 0.89573, -3.65182], [-2.58825, 0.87798, -4.88939], [-1.50254, 1.70416, -5.17949], [-1.06251, 2.55674, -4.16405], [-1.66115, 2.57433, -2.92542], [-2.75658, 1.71536, -2.56047], [-3.31805, 1.70458, -1.28557], [-2.98018, 0.19861, -5.63723], [-1.01841, 1.67072, -6.14702], [-0.22349, 3.22344, -4.34410], [-1.29172, 3.26041, -2.17075], [-4.19535, 1.11536, -1.06423], [-2.98835, 2.43293, -0.55850], [-2.07610, -1.56243, -1.54180], [-1.86309, -2.79310, -0.67154], [-0.72379, -3.56581, -1.14653], [-1.52053, -2.11981, 0.66374], [-3.08572, -3.57129, -0.54678]],
  "mulliken_charge": [1.70, -1.68, 3.19, -1.66, 0.19, -0.54, -1.46, -1.17, 1.50, 0.50, -1.44, -1.08, -1.07, 1.03, 1.41, -0.64, -0.95, -0.70, -0.75, -0.82, -0.10, 0.44, 0.34, 0.34, -1.84, 0.39, 0.32, 0.30, 0.27, 0.32, 0.34, 0.64, 0.06, 0.52, 0.29, -0.29, 0.19, 0.60, 0.62, 0.39, 0.34, 0.48, -0.60, 0.98, -0.38, -0.58, -0.18, -0.03, -0.07, -0.81, 0.28, 0.30, 0.28, 0.45, -0.33, 0.71, -0.49, -0.57, -0.44, -0.49, 0.51, -1.59, 0.35, 0.33, 0.34, 0.26, 0.28, 0.36, -0.44, 1.05, -0.74, -0.48, -0.79]
}


{
  "formula": "C33H36N8OS2Y",
  "method": "ωB97M-V/def2-TZVPD",
  "total_energy_ev": -71469.210,
  "relative_energy_kcal_mol": 2.74,
  "gap_ev": 8.9,
  "largest_force_ev_per_a": 0.9,
  "charge": 3,
  "e_lumo_ev": -7.15,
  "e_homo_ha": -0.5898,
  "symbols": ["Y", "O", "C", "C", "C", "C", "C", "C", "N", "H", "H", "H", "H", "H", "H", "H", "N", "C", "N", "C", "C", "C", "C", "C", "C", "H", "H", "H", "H", "H", "H", "N", "C", "H", "N", "S", "C", "C", "C", "C", "C", "C", "C", "C", "C", "C", "C", "C", "H", "H", "H", "H", "H", "H", "H", "H", "H", "H", "H", "C", "N", "C", "N", "S", "H", "H", "H", "H", "H", "H", "C", "C", "C", "N", "C", "C", "H", "H", "H", "H", "H"],
  "xyz": [[0.07022, -0.06817, -0.03355], [-2.01389, -1.16222, -0.96768], [-2.95343, -0.51467, -1.83605], [-2.53899, 0.91290, -2.03780], [-3.35145, 1.74756, -2.79022], [-2.94354, 3.04641, -3.02356], [-1.72782, 3.47065, -2.50055], [-0.98434, 2.58506, -1.75526], [-1.37753, 1.31762, -1.50753], [-2.29072, -2.07785, -0.84691], [-3.95541, -0.56236, -1.40396], [-2.97086, -1.02760, -2.80060], [-4.28337, 1.37318, -3.19345], [-3.55778, 3.71589, -3.61087], [-1.36171, 4.47305, -2.66934], [-0.03470, 2.87901, -1.33083], [-1.51828, -1.65340, 4.00101], [-0.57115, -1.45962, 3.07489], [-1.00187, -0.77733, 2.03028], [-2.34868, -0.49337, 2.31651], [-3.30196, 0.23012, 1.59221], [-4.55870, 0.36061, 2.14818], [-4.87751, -0.21398, 3.39182], [-3.94563, -0.92199, 4.11981], [-2.67979, -1.04138, 3.55377], [-1.39352, -2.14530, 4.87297], [0.43520, -1.82681, 3.20374], [-3.06955, 0.69153, 0.64006], [-5.32105, 0.91618, 1.61888], [-5.87666, -0.09287, 3.78668], [-4.18989, -1.35742, 5.07901], [3.12334, -0.43011, 2.09661], [2.16385, -0.48117, 1.46345], [3.97134, -0.39644, 2.63586], [1.69300, 0.64858, -1.43691], [3.03382, 1.55361, -1.23947], [4.44325, 0.49717, -1.53545], [4.29520, -0.87988, -1.53338], [5.42491, -1.67415, -1.69347], [6.67346, -1.08902, -1.83897], [6.80538, 0.29517, -1.82602], [5.68896, 1.10033, -1.67115], [3.11832, 2.66233, -2.61186], [3.33075, 2.18877, -3.90348], [3.34874, 3.09862, -4.94529], [3.16963, 4.45650, -4.68961], [2.96903, 4.91365, -3.39629], [2.93846, 4.01100, -2.34028], [1.62370, 0.38407, -2.42034], [3.31673, -1.32696, -1.41854], [5.32749, -2.75160, -1.70653], [7.54968, -1.71015, -1.96518], [7.77953, 0.74976, -1.94258], [5.79171, 2.17845, -1.67090], [3.51314, 1.13704, -4.09117], [3.52098, 2.75601, -5.95636], [3.20118, 5.16256, -5.50840], [2.84960, 5.97129, -3.20515], [2.79378, 4.35252, -1.32267], [1.28199, 5.12852, 2.52199], [-0.00254, 4.50731, 2.83158], [-0.41442, 3.32791, 2.39360], [-1.62324, 2.90319, 2.76961], [0.61687, 2.39706, 1.38357], [1.39886, 5.98844, 3.17485], [1.31275, 5.45803, 1.48458], [2.09292, 4.42866, 2.70622], [-0.62924, 5.03408, 3.42224], [-2.20713, 3.44059, 3.39150], [-1.95182, 1.99701, 2.48466], [1.38965, -4.96645, -1.52276], [1.43465, -3.92551, -2.43845], [1.03740, -2.66647, -2.03274], [0.60713, -2.39790, -0.79088], [0.55722, -3.41733, 0.08165], [0.93708, -4.70658, -0.23759], [1.69407, -5.96463, -1.80802], [1.76727, -4.08303, -3.45458], [1.05454, -1.84065, -2.73327], [0.18368, -3.18731, 1.07223], [0.87421, -5.48811, 0.50612]],
  "mulliken_charge": [0.73, -0.20, -0.97, 0.63, -1.12, -0.45, -1.00, -0.18, 0.50, 0.20, 0.44, 0.58, 0.55, 0.47, 0.50, 0.36, -0.05, -0.67, 0.68, 0.01, -0.15, -1.01, -0.67, -1.05, 0.29, 0.26, 0.44, 0.87, 0.51, 0.44, 0.47, -0.02, -0.14, 0.27, 0.23, 0.51, 0.30, -0.20, -0.55, -0.58, -0.66, -0.68, 0.42, -0.26, -0.81, -0.50, -0.67, -0.36, 0.12, 0.32, 0.47, 0.43, 0.44, 0.47, 0.45, 0.45, 0.45, 0.46, 0.53, -0.85, -0.22, 0.53, -0.33, -0.04, 0.35, 0.28, 0.32, 0.27, 0.22, -0.04, -0.35, -0.82, -0.45, 0.68, -0.24, -0.82, 0.45, 0.50, 0.44, 0.33, 0.49]
}


{
  "formula": "C34H31BrN6O8P2TeV",
  "method": "ωB97M-V/def2-TZVPD",
  "total_energy_ev": -182693.240,
  "relative_energy_kcal_mol": 19.73,
  "gap_ev": [5.8, 5.8],
  "s2": 2.08,
  "spin_multiplicity": 3,
  "largest_force_ev_per_a": 7.8,
  "charge": -1,
  "e_lumo_ev": [1.69, 1.60],
  "e_homo_ha": [-0.1525, -0.1535],
  "symbols": ["V", "Br", "C", "C", "C", "C", "C", "C", "N", "N", "C", "C", "C", "C", "O", "C", "N", "C", "C", "C", "C", "H", "H", "H", "H", "H", "H", "H", "H", "H", "N", "C", "C", "C", "C", "C", "N", "C", "C", "C", "C", "C", "N", "H", "H", "H", "H", "H", "H", "H", "H", "H", "O", "P", "O", "O", "O", "P", "O", "O", "O", "H", "H", "C", "C", "C", "C", "C", "C", "Te", "C", "C", "C", "H", "H", "H", "H", "H", "H", "H", "H", "H", "H", "H"],
  "xyz": [[-0.79090, -1.79653, -0.99591], [-0.64798, 6.04239, 2.58533], [-0.45355, 5.87892, 0.69794], [-1.11528, 4.85928, 0.03214], [-0.93896, 4.71376, -1.32933], [-0.10133, 5.58745, -2.04609], [0.50384, 6.64151, -1.34970], [0.34042, 6.78377, 0.01483], [0.03206, 5.57067, -3.43162], [-0.11691, 4.52041, -4.11742], [0.02247, 3.26073, -3.61826], [-0.74607, 2.25189, -4.20813], [-0.89239, 1.01662, -3.61737], [-0.20828, 0.68759, -2.43749], [-0.51955, -0.39112, -1.77486], [0.83015, 1.59204, -1.98562], [1.67239, 1.16811, -1.02874], [2.63782, 1.96258, -0.63299], [2.85207, 3.23612, -1.17080], [1.99365, 3.69381, -2.13802], [0.93347, 2.88024, -2.56983], [-1.75615, 4.18173, 0.57954], [-1.46980, 3.93263, -1.85758], [1.12346, 7.33399, -1.90492], [0.82066, 7.59216, 0.54889], [-1.33026, 2.51068, -5.08210], [-1.57792, 0.28377, -4.01235], [3.28896, 1.56143, 0.13867], [3.67412, 3.84822, -0.82426], [2.14446, 4.66532, -2.58943], [-2.84460, -3.26738, 0.98842], [-3.22989, -1.98011, 0.65960], [-4.43678, -1.54859, 1.22030], [-4.83425, -0.24116, 1.06420], [-4.02587, 0.60541, 0.31835], [-2.88235, 0.09346, -0.24488], [-2.46533, -1.18042, -0.09162], [-1.74430, -4.04627, 0.68792], [-1.82600, -5.39803, 1.03756], [-0.75254, -6.22638, 0.80436], [0.39733, -5.68368, 0.24963], [0.40008, -4.34004, -0.05530], [-0.64398, -3.51936, 0.14194], [-3.58212, -3.79109, 1.42429], [-5.03399, -2.24360, 1.79625], [-5.74957, 0.11408, 1.51760], [-4.27773, 1.64527, 0.17200], [-2.25905, 0.72865, -0.85072], [-2.74423, -5.78082, 1.46474], [-0.81505, -7.27985, 1.04293], [1.26627, -6.28857, 0.03912], [1.26079, -3.88384, -0.51455], [-0.24920, -4.59903, -3.17143], [0.29444, -3.10498, -3.44931], [1.23756, -3.08470, -4.56567], [0.72146, -2.51535, -2.11124], [-1.09536, -2.29520, -3.89098], [-2.47719, -2.41590, -3.06452], [-3.37871, -3.37149, -4.00525], [-3.12592, -1.10175, -2.89598], [-2.17768, -3.25182, -1.83046], [-1.06953, -4.52181, -2.64752], [-3.84031, -2.81605, -4.64731], [4.96318, -0.40034, 5.32394], [3.78950, -0.43864, 4.38108], [3.46545, -1.58649, 3.67219], [2.39436, -1.61678, 2.78709], [2.07349, -2.89216, 2.06555], [1.60700, -0.47679, 2.57743], [-0.14587, -0.49754, 1.29672], [1.90174, 0.67577, 3.32164], [1.08754, 1.94701, 3.25688], [2.98608, 0.67617, 4.19599], [5.47491, -1.36222, 5.34632], [4.63882, -0.16056, 6.33862], [5.68037, 0.36319, 5.01644], [4.05620, -2.48503, 3.82203], [2.72263, -3.70870, 2.38544], [2.19398, -2.74756, 0.99092], [1.03253, -3.16613, 2.25274], [0.19773, 1.80863, 2.64871], [1.67613, 2.76304, 2.83172], [0.78456, 2.24427, 4.26237], [3.19862, 1.58110, 4.75915]],
  "nbo_charge": [1.17, 0.03, -0.09, -0.23, -0.24, 0.16, -0.22, -0.25, -0.24, -0.11, -0.02, -0.13, -0.31, 0.42, -0.67, 0.06, -0.37, 0.04, -0.24, -0.18, -0.02, 0.23, 0.23, 0.22, 0.22, 0.22, 0.26, 0.20, 0.21, 0.22, -0.56, 0.44, -0.29, -0.13, -0.29, 0.13, -0.54, 0.44, -0.29, -0.14, -0.28, 0.11, -0.53, 0.40, 0.21, 0.22, 0.22, 0.23, 0.21, 0.21, 0.23, 0.24, -1.01, 2.55, -1.11, -1.13, -1.08, 2.53, -0.99, -1.12, -1.14, 0.51, 0.50, -0.62, -0.03, -0.23, -0.07, -0.63, -0.12, -0.02, -0.05, -0.64, -0.23, 0.21, 0.21, 0.21, 0.19, 0.20, 0.22, 0.22, 0.24, 0.21, 0.21, 0.19]
}


{
  "formula": "C15H15ClN2O4S",
  "method": "ωB97M-V/def2-TZVPD",
  "smiles": "COC(=O)[C@H]1SC[C@@H]2C(=O)N(Cc3ccc(Cl)cc3)CC(=O)N21",
  "total_energy_ev": -50325.302,
  "relative_energy_kcal_mol": 27.24,
  "gap_ev": 9.8,
  "largest_force_ev_per_a": 4.3,
  "e_lumo_ev": 0.52,
  "e_homo_ha": -0.3405,
  "symbols": ["O", "O", "O", "Cl", "O", "S", "C", "C", "C", "C", "C", "C", "C", "C", "C", "N", "N", "C", "C", "C", "C", "C", "C", "H", "H", "H", "H", "H", "H", "H", "H", "H", "H", "H", "H", "H", "H", "H"],
  "xyz": [[-2.40927, 0.20135, -0.11891], [-2.84774, 2.99271, -1.29052], [2.74071, 1.23385, -0.00142], [2.23270, -6.29610, 2.52978], [-3.52800, 1.82928, -3.13259], [-0.15179, 2.28029, -3.41743], [-1.25606, 0.60833, -0.02473], [-2.61475, 2.27137, -2.20293], [1.53851, 1.26637, 0.12779], [1.98301, -3.94858, 1.12549], [1.70788, -3.77012, 3.49292], [1.86997, -2.57116, 1.00565], [1.63254, -2.32808, 3.41661], [1.89580, -4.56998, 2.33375], [1.70647, -1.71036, 2.15582], [0.96950, 0.50674, 1.14587], [-0.57595, 1.11810, -1.17455], [-4.64460, 2.73972, -3.19763], [-0.44384, 0.32745, 1.25987], [-1.36226, 1.42189, -2.34823], [1.89598, -0.18794, 2.10383], [1.26041, 1.81133, -2.38453], [0.67782, 1.79233, -0.99085], [1.90039, -4.50660, 0.26462], [1.56017, -4.35227, 4.41115], [1.58540, -2.26975, 0.06733], [1.56868, -1.82811, 4.38827], [-5.24853, 2.75818, -2.30556], [-4.36300, 3.77229, -3.46930], [-5.28759, 2.29970, -3.93534], [-0.67830, -0.66763, 1.66196], [-0.68755, 1.08725, 2.00850], [-1.52177, 0.37900, -2.74180], [2.93738, 0.07743, 2.01578], [1.61965, 0.20516, 3.08265], [1.61216, 0.83226, -2.64558], [2.18552, 2.41479, -2.43112], [0.54035, 2.77951, -0.78461]],
  "nbo_charge": [-0.58, -0.55, -0.61, -0.01, -0.50, 0.23, 0.70, 0.78, 0.69, -0.23, -0.21, -0.19, -0.21, -0.02, -0.03, -0.43, -0.44, -0.27, -0.31, -0.25, -0.24, -0.51, -0.15, 0.22, 0.23, 0.21, 0.23, 0.20, 0.19, 0.20, 0.25, 0.22, 0.25, 0.27, 0.20, 0.22, 0.26, 0.21]
}


{
  "formula": "C5H13NOS",
  "method": "ωB97M-V/def2-TZVPD",
  "total_energy_ev": -19755.529,
  "relative_energy_kcal_mol": 118.70,
  "gap_ev": [5.4, 3.9],
  "s2": 0.84,
  "spin_multiplicity": 2,
  "largest_force_ev_per_a": 3.4,
  "charge": 1,
  "e_lumo_ev": [-7.37, -8.89],
  "e_homo_ha": [-0.4695, -0.4695],
  "symbols": ["C", "C", "O", "C", "N", "C", "C", "S", "H", "H", "H", "H", "H", "H", "H", "H", "H", "H", "H", "H", "H"],
  "xyz": [[-1.43538, 1.01073, -0.66514], [-1.46179, -0.36157, -1.26076], [-2.29204, -1.33522, -0.50874], [-1.05377, 1.09816, 0.83720], [-0.03643, 0.21707, 1.31845], [1.30105, 0.34161, 0.60267], [2.09290, -0.87600, 0.89027], [3.76712, -0.58581, 0.22880], [-2.42602, 1.39571, -0.92329], [-0.63425, 1.55250, -1.13057], [-1.77409, -0.29568, -2.31089], [-0.51712, -0.80965, -1.37565], [-1.83332, -2.18074, -0.78333], [-0.94450, 2.18863, 1.12392], [-2.01177, 0.82146, 1.34003], [-0.43370, -0.70508, 1.24254], [1.20844, 0.68232, -0.44830], [1.87404, 1.19948, 1.03645], [1.76927, -1.83741, 0.39961], [2.03600, -1.13471, 1.99813], [2.80534, -0.38581, -1.61141]],
  "nbo_charge": [-0.45, -0.07, -0.72, -0.24, -0.60, -0.28, -0.61, 0.65, 0.24, 0.20, 0.19, 0.13, 0.47, 0.21, 0.23, 0.38, 0.20, 0.22, 0.27, 0.31, 0.27]
}